127
Properties=species:S:1:pos:R:3:forces:R:3:mulliken_charge:R:1 method="wB97M-V/def2-TZVPD" e_homo_ev=-3.9 charge=-1 multiplicity=1 lumo_energy_ev=1.4624 orbital_gap_ev=5.31
C 10.01312 0.16568 0.03683 0.07 -0.17 -0.06 -0.780
O 8.97315 -0.61942 -0.51321 0.33 0.04 0.25 -0.292
C 9.15765 -2.01469 -0.28562 -0.40 -0.31 -0.16 -0.743
C 7.94359 -2.78268 -0.76777 0.08 0.02 0.36 0.011
C 8.11583 -4.28983 -0.55464 0.00 0.09 -0.58 -0.712
C 7.03380 -5.08547 -1.28541 -0.59 -0.02 0.41 -1.179
B 5.51558 -4.97848 -0.58951 0.47 0.05 -0.14 0.950
N 5.47895 -5.38890 0.91617 -0.26 0.00 -0.19 -0.896
C 4.49225 -5.97312 -1.41582 -0.24 0.59 0.19 -0.832
C 3.05836 -5.45577 -1.42104 0.31 -0.05 0.22 -0.780
O 2.88640 -4.25471 -2.18104 -0.34 -0.04 -0.11 -0.068
C 2.68111 -4.48300 -3.54442 0.30 0.11 0.28 -0.680
C 2.10923 -3.21164 -4.21837 0.12 -0.43 -0.34 -0.621
O 1.68273 -2.21098 -3.31613 -0.05 0.21 -0.09 -0.493
C 0.43024 -2.40072 -2.79178 -0.06 -0.15 0.18 -0.263
C -0.70212 -2.17267 -3.55634 0.08 -0.08 -0.10 -0.674
C -1.96682 -2.36229 -3.01588 -0.01 0.01 -0.05 -0.369
C -2.14136 -2.76810 -1.69442 0.03 0.12 0.14 -0.125
C -3.53604 -3.04546 -1.09377 0.29 0.26 -0.23 3.486
C -3.76168 -4.55787 -1.26425 -0.02 -0.03 -0.19 -1.947
C -4.59456 -2.29033 -1.91545 -0.12 -0.16 -0.12 -2.166
C -3.60181 -2.50786 0.36740 -0.41 -0.10 -0.02 -2.074
C -4.36876 -3.26720 1.47531 0.02 0.34 0.42 3.080
C -3.62439 -4.52713 1.95750 -0.06 0.06 -0.31 -1.979
C -5.84460 -3.58398 1.13804 0.09 0.09 0.19 -1.727
C -4.38739 -2.30388 2.68648 -0.14 -0.51 -0.03 -2.372
C -0.98272 -2.98161 -0.94520 0.00 -0.04 0.05 -0.054
C 0.28646 -2.80168 -1.47038 0.07 0.02 -0.05 -1.015
H 10.58191 0.65418 -0.75995 -0.05 0.08 0.02 0.252
H 10.71263 -0.44561 0.61516 -0.04 0.00 0.00 0.383
H 9.59768 0.91969 0.71122 0.01 0.05 -0.10 0.237
H 9.28096 -2.20659 0.78964 0.14 0.09 -0.02 0.425
H 10.05702 -2.37168 -0.80683 0.04 0.12 0.04 0.333
H 7.75456 -2.57048 -1.82352 0.03 0.01 0.02 0.267
H 7.07352 -2.44332 -0.19992 -0.06 0.02 -0.18 -0.017
H 8.06811 -4.50571 0.51862 0.14 -0.07 0.00 0.292
H 9.11679 -4.56754 -0.92198 0.03 -0.02 0.19 0.405
H 7.30922 -6.15051 -1.33357 0.13 0.03 -0.05 0.244
H 6.94208 -4.71246 -2.31580 0.18 -0.12 -0.06 0.296
H 5.17221 -3.79244 -0.66380 -0.14 -0.02 0.01 -0.325
H 5.81806 -6.33665 1.05335 0.13 0.04 0.11 0.178
H 6.01790 -4.77197 1.51097 0.05 -0.07 0.07 0.163
H 4.46909 -6.92867 -0.87267 0.09 -0.16 -0.27 0.259
H 4.82181 -6.13458 -2.45112 -0.01 -0.23 0.04 0.179
H 2.79322 -5.19205 -0.39207 -0.06 -0.01 -0.06 0.285
H 2.33377 -6.19983 -1.79173 -0.06 0.04 0.01 0.516
H 1.99814 -5.33223 -3.69215 -0.04 0.02 0.03 0.374
H 3.63728 -4.73576 -4.02410 -0.12 -0.09 -0.15 0.262
H 2.86221 -2.76659 -4.87032 0.02 0.19 0.23 0.331
H 1.27944 -3.51774 -4.86787 -0.03 0.11 0.03 0.390
H -0.58370 -1.85918 -4.58755 -0.04 0.02 0.02 0.499
H -2.81204 -2.18794 -3.66882 -0.05 0.02 0.09 0.276
H -3.09940 -5.14100 -0.62675 -0.03 0.00 -0.01 0.354
H -3.52071 -4.82067 -2.29804 -0.01 0.01 0.04 0.535
H -4.79979 -4.85668 -1.10151 0.07 0.01 0.21 0.297
H -5.57246 -2.32487 -1.43345 0.04 -0.03 0.04 0.357
H -4.71454 -2.72653 -2.91087 0.01 0.04 0.04 0.466
H -4.31883 -1.23986 -2.03224 0.00 -0.04 0.02 0.484
H -2.60319 -2.32560 0.76166 -0.01 -0.05 -0.04 0.541
H -4.06600 -1.51623 0.30951 0.08 0.01 -0.05 0.281
H -3.84154 -5.40159 1.34366 0.06 0.04 0.01 0.417
H -3.92049 -4.76271 2.98210 0.00 -0.03 -0.01 0.523
H -2.54538 -4.35196 1.94441 -0.02 -0.09 0.07 0.247
H -6.05764 -3.59531 0.07293 0.02 -0.17 0.02 0.332
H -6.50214 -2.83741 1.59149 -0.01 0.03 -0.11 0.323
H -6.12767 -4.54735 1.56888 -0.04 -0.01 -0.10 0.354
H -4.88054 -1.36440 2.43385 0.15 0.07 0.01 0.497
H -3.37767 -2.12822 3.06455 -0.03 0.17 -0.06 0.423
H -4.96299 -2.77720 3.48868 0.04 0.12 0.05 0.549
H -1.05631 -3.31473 0.08332 0.00 -0.03 -0.03 0.230
H 1.18037 -2.98433 -0.88836 -0.04 -0.04 -0.02 0.546
C 6.83702 1.57874 0.41992 -0.12 0.19 0.00 -0.695
C 5.49410 0.95346 0.71107 0.19 -0.27 -0.17 -0.266
O 4.69297 1.78585 1.59656 -0.04 0.02 0.04 -0.353
C 4.08146 2.80834 1.04672 0.03 -0.10 0.04 0.325
O 4.09430 3.14890 -0.10133 0.00 0.08 0.00 -0.505
C 3.25509 3.55504 2.11797 0.02 0.00 -0.04 0.900
F 3.96693 3.76323 3.23061 0.00 0.02 0.03 -0.254
F 2.17131 2.84018 2.44364 -0.02 0.00 0.02 -0.264
F 2.85110 4.73681 1.65605 -0.02 0.03 0.00 -0.243
H 7.36716 1.79408 1.34930 0.02 -0.09 0.01 0.341
H 7.42239 0.87558 -0.17487 -0.05 0.05 0.07 0.143
H 6.72820 2.51503 -0.12892 -0.03 -0.04 -0.05 0.282
H 5.60704 0.01458 1.24632 -0.06 0.04 0.08 0.291
H 4.92933 0.75663 -0.19865 -0.06 0.10 0.01 0.312
C 3.57566 3.37950 -3.17918 0.07 -0.18 -0.31 -0.982
C 3.99648 4.75214 -3.64494 -0.23 0.09 0.38 -0.233
O 4.98478 4.68766 -4.70203 0.05 -0.01 -0.05 -0.332
C 4.52610 4.45202 -5.91609 0.04 0.05 0.10 0.334
O 3.39025 4.30174 -6.25485 -0.06 0.00 -0.06 -0.514
C 5.70255 4.44506 -6.91742 -0.05 -0.05 0.02 0.915
F 6.72484 3.71288 -6.47104 0.04 -0.01 -0.02 -0.245
F 6.14054 5.70022 -7.10798 0.02 0.03 -0.01 -0.260
F 5.31489 3.95835 -8.09103 0.01 0.00 -0.03 -0.243
H 4.44296 2.80110 -2.86410 -0.01 0.03 0.10 0.271
H 2.90130 3.47290 -2.33154 0.02 0.01 0.04 0.286
H 3.06997 2.82756 -3.97125 -0.04 0.07 -0.01 0.399
H 4.48787 5.29531 -2.84086 0.11 -0.01 -0.07 0.308
H 3.14876 5.34495 -3.98764 0.02 -0.05 -0.13 0.315
C -5.67167 4.71192 3.07689 0.36 -0.24 0.15 -1.156
C -6.64532 3.58678 2.80825 -0.19 0.31 -0.22 -0.212
O -6.15150 2.33599 3.33591 0.01 -0.05 0.00 -0.263
C -6.31663 2.14709 4.63361 -0.02 -0.01 -0.09 0.291
O -6.83824 2.88400 5.41624 -0.03 0.03 0.06 -0.531
C -5.75587 0.76261 5.02433 0.01 0.03 0.02 0.950
F -4.54835 0.56741 4.49348 0.03 -0.05 0.03 -0.231
F -6.57641 -0.19870 4.57803 0.00 -0.03 -0.02 -0.246
F -5.66323 0.65195 6.34489 0.00 0.00 0.02 -0.260
H -4.69356 4.43797 2.67827 0.00 0.05 -0.02 0.371
H -5.98931 5.63429 2.60187 -0.06 -0.02 -0.06 0.366
H -5.56072 4.89191 4.14567 -0.08 0.02 0.00 0.297
H -6.75398 3.41504 1.73974 0.05 -0.11 0.02 0.343
H -7.63352 3.77971 3.22230 0.06 -0.04 0.13 0.284
C -11.77102 9.37018 4.95924 -0.02 -0.20 0.00 -1.097
C -10.43660 9.48177 4.25701 -0.09 0.33 0.07 -0.224
O -9.80286 8.19138 4.11842 0.04 -0.04 0.00 -0.303
C -10.24531 7.42998 3.13220 0.05 0.05 0.05 0.060
O -11.10053 7.68848 2.34011 -0.05 -0.01 -0.06 -0.516
C -9.44682 6.10901 3.10610 -0.05 0.00 0.02 1.223
F -9.33882 5.57959 4.32525 0.01 -0.03 0.01 -0.258
F -8.20834 6.33991 2.64015 -0.10 0.07 -0.02 -0.248
F -10.03105 5.22235 2.30976 0.00 -0.01 -0.03 -0.255
H -11.65215 8.87982 5.92565 0.02 0.06 0.02 0.304
H -12.18742 10.36400 5.12050 0.01 0.02 0.00 0.372
H -12.47884 8.79035 4.36877 0.00 0.05 -0.04 0.320
H -9.73544 10.07173 4.84242 0.06 -0.09 0.01 0.308
H -10.53301 9.94177 3.27426 -0.03 -0.11 -0.05 0.329